Entry i
The following is a DFT calculation (the ωB97M-V functional and the def2-TZVPD basis) of a molecular structure, C32H27ILiN5O8S.

## Properties
E_HOMO = -0.103 Ha
lowest unoccupied orbital energy = 3.2 eV
Kohn-Sham gap = 6.00 eV

Structure (ORCA input):
```
! RIJCOSX wB97M-V def2-TZVPD def2/J DEFGRID3
* xyz -2 1
Li 1.560 1.343 -1.432
C 1.050 1.585 3.078
C -0.221 1.084 3.307
C -0.959 0.618 2.229
C -0.401 0.690 0.957
N 0.813 1.195 0.735
C 1.523 1.622 1.775
C -1.103 0.210 -0.270
C -2.479 0.029 -0.359
C -3.008 -0.354 -1.582
C -2.173 -0.545 -2.670
C -0.806 -0.356 -2.489
N -0.306 0.001 -1.315
C 0.213 -0.495 -3.573
C -0.034 -1.175 -4.758
C 0.985 -1.265 -5.692
C 2.211 -0.687 -5.412
C 2.372 -0.033 -4.196
N 1.395 0.059 -3.306
H 1.641 1.919 3.920
H -0.597 1.052 4.323
H -1.940 0.187 2.378
H 2.513 1.995 1.536
H -3.123 0.233 0.485
H -4.080 -0.467 -1.694
H -2.579 -0.786 -3.643
H -0.997 -1.631 -4.945
H 0.823 -1.791 -6.625
H 3.036 -0.743 -6.110
H 3.317 0.421 -3.914
C -0.986 -1.724 5.478
C -0.126 -2.190 4.337
C -0.639 -3.030 3.349
C 0.167 -3.519 2.337
C 1.509 -3.155 2.297
C 2.031 -2.293 3.249
C 1.213 -1.817 4.265
S 2.539 -3.856 1.038
O 3.900 -3.662 1.445
O 2.029 -5.176 0.769
N 2.296 -3.004 -0.325
C 2.637 -1.565 -0.394
C 4.045 -1.314 -0.897
C 4.250 0.133 -1.397
O 5.259 0.345 -2.085
O 3.358 0.973 -1.070
H -2.003 -1.516 5.136
H -0.580 -0.825 5.946
H -1.054 -2.497 6.247
H -1.684 -3.318 3.388
H -0.225 -4.202 1.594
H 3.077 -2.020 3.203
H 1.607 -1.135 5.012
H 1.392 -3.235 -0.714
H 2.461 -1.082 0.571
H 1.922 -1.124 -1.083
H 4.259 -1.986 -1.730
H 4.788 -1.530 -0.126
I 0.654 1.545 7.157
O -0.890 2.448 -3.953
C -0.621 2.756 -2.780
O 0.498 2.767 -2.215
C -1.822 3.131 -1.900
C -3.105 3.050 -2.431
C -4.214 3.305 -1.645
C -4.013 3.650 -0.317
C -2.747 3.752 0.239
C -1.650 3.491 -0.568
N -5.187 3.919 0.526
O -6.293 3.768 0.034
O -5.003 4.270 1.675
H -3.199 2.767 -3.471
H -5.219 3.240 -2.034
H -2.636 4.017 1.280
H -0.642 3.535 -0.176
*
```

---

Entry ii
The following is a DFT calculation (the ωB97M-V functional and the def2-TZVPD basis) of a molecular structure, C32H27ILiN5O8S.

## Properties
E_HOMO = -0.085 Ha
lowest unoccupied orbital energy = 3.9 eV
Kohn-Sham gap = 6.18 eV

Structure (ORCA input):
```
! RIJCOSX wB97M-V def2-TZVPD def2/J DEFGRID3
* xyz -2 1
Li 0.642 0.513 -1.788
C -0.147 0.538 2.716
C -1.452 0.093 2.816
C -2.152 -0.203 1.655
C -1.512 -0.038 0.433
N -0.246 0.375 0.338
C 0.418 0.658 1.452
C -2.192 -0.288 -0.869
C -3.577 -0.263 -1.011
C -4.107 -0.422 -2.278
C -3.257 -0.588 -3.357
C -1.888 -0.604 -3.123
N -1.382 -0.470 -1.903
C -0.875 -0.739 -4.208
C -1.166 -1.362 -5.416
C -0.155 -1.478 -6.358
C 1.100 -0.984 -6.058
C 1.300 -0.390 -4.817
N 0.332 -0.252 -3.924
H 0.437 0.791 3.590
H -1.927 -0.019 3.783
H -3.174 -0.555 1.701
H 1.429 1.030 1.323
H -4.218 -0.068 -0.162
H -5.178 -0.368 -2.431
H -3.647 -0.639 -4.363
H -2.149 -1.772 -5.607
H -0.347 -1.965 -7.306
H 1.926 -1.079 -6.750
H 2.274 -0.027 -4.518
C 3.754 1.479 4.168
C 3.341 0.121 3.676
C 2.655 -0.770 4.495
C 2.256 -2.014 4.028
C 2.571 -2.383 2.729
C 3.264 -1.511 1.893
C 3.632 -0.264 2.366
S 2.077 -3.977 2.144
O 3.200 -4.548 1.457
O 1.476 -4.686 3.247
N 0.862 -3.757 1.070
C 0.958 -2.775 -0.041
C 1.973 -3.132 -1.110
C 2.288 -1.943 -2.049
O 2.745 -2.235 -3.166
O 2.082 -0.789 -1.576
H 3.240 1.737 5.096
H 3.542 2.238 3.411
H 4.830 1.505 4.359
H 2.414 -0.480 5.513
H 1.713 -2.705 4.659
H 3.500 -1.786 0.873
H 4.112 0.445 1.700
H 0.012 -3.636 1.608
H 1.175 -1.774 0.328
H -0.045 -2.740 -0.471
H 1.652 -3.981 -1.713
H 2.914 -3.431 -0.643
I 3.058 3.287 0.663
O -2.456 2.546 -3.036
C -1.539 2.563 -2.192
O -0.356 2.173 -2.322
C -1.916 3.087 -0.798
C -3.260 3.201 -0.445
C -3.625 3.576 0.834
C -2.620 3.854 1.752
C -1.276 3.781 1.421
C -0.932 3.390 0.135
N -3.004 4.230 3.116
O -4.195 4.282 3.389
O -2.124 4.473 3.921
H -4.000 2.973 -1.201
H -4.660 3.651 1.136
H -0.512 4.003 2.152
H 0.114 3.295 -0.135
*
```

---

Least stable of them? entry ii.

---

Entry i
The following is a DFT calculation (the ωB97M-V functional and the def2-TZVPD basis) of C2H2N2OS2 in the gas phase.

## Properties
E_HOMO = -0.332 Ha
structure (SMILES) = O=C1SN=CNS1
lowest unoccupied orbital energy = 0.1 eV
Kohn-Sham gap = 9.17 eV

Structure (ORCA input):
```
! RIJCOSX wB97M-V def2-TZVPD def2/J DEFGRID3
* xyz 0 1
O 0.069 0.347 2.945
C 0.104 0.264 1.749
S 1.401 0.955 0.784
N 0.988 0.963 -0.866
C 0.175 0.092 -1.319
N -0.525 -0.811 -0.578
S -1.312 -0.339 0.858
H 0.046 0.044 -2.406
H -0.947 -1.516 -1.167
*
```

---

Entry ii
The following is a DFT calculation (the ωB97M-V functional and the def2-TZVPD basis) of C2H2N2OS2 in the gas phase.

## Properties
E_HOMO = -0.320 Ha
structure (SMILES) = S=c1nc(S)o[nH]1
lowest unoccupied orbital energy = 0.2 eV
Kohn-Sham gap = 8.93 eV

Structure (ORCA input):
```
! RIJCOSX wB97M-V def2-TZVPD def2/J DEFGRID3
* xyz 0 1
S 2.842 -0.632 0.014
C 1.279 -0.133 -0.029
N 0.150 -0.979 -0.109
C -0.855 -0.192 -0.026
S -2.537 -0.519 0.000
O -0.611 1.130 0.020
N 0.788 1.160 -0.120
H -2.302 -1.830 0.044
H 1.246 1.996 0.206
*
```

---

Least stable of them? entry ii.

---

Entry i
The following is a DFT calculation (the ωB97M-V functional and the def2-TZVPD basis) of 5 unconnected molecules or ions with the total composition C3H14O5.

## Properties
E_HOMO = -0.334 Ha
structure (SMILES) = C/C=C/O.O.O.O.O
lowest unoccupied orbital energy = 0.6 eV
Kohn-Sham gap = 9.65 eV

Structure (ORCA input):
```
! RIJCOSX wB97M-V def2-TZVPD def2/J DEFGRID3
* xyz 0 1
C 0.867 -1.407 -1.786
C 0.337 -0.004 -1.863
C 0.184 0.837 -0.856
O -0.315 2.120 -1.054
H 1.068 -1.655 -0.732
H 0.062 -2.068 -2.116
H 1.771 -1.547 -2.362
H 0.026 0.203 -2.889
H 0.371 0.612 0.186
H -0.144 2.409 -1.956
O 0.254 -1.604 1.714
H 0.217 -2.182 2.487
H -0.568 -1.086 1.797
O 3.395 -1.313 1.067
H 3.588 -1.800 0.261
H 2.452 -1.108 1.108
O -2.639 2.449 0.424
H -2.988 3.152 0.980
H -1.732 2.761 0.258
O -1.759 0.269 1.969
H -1.777 0.691 1.094
H -2.668 0.270 2.271
*
```

---

Entry ii
The following is a DFT calculation (the ωB97M-V functional and the def2-TZVPD basis) of 5 unconnected molecules or ions with the total composition C3H14O5.

## Properties
E_HOMO = -0.323 Ha
structure (SMILES) = C/C=C/O.O.O.O.O
lowest unoccupied orbital energy = 0.7 eV
Kohn-Sham gap = 9.52 eV

Structure (ORCA input):
```
! RIJCOSX wB97M-V def2-TZVPD def2/J DEFGRID3
* xyz 0 1
C 1.823 -2.219 1.319
C 0.475 -1.614 1.094
C 0.233 -0.321 1.295
O -1.013 0.232 1.134
H 1.780 -3.018 2.057
H 2.569 -1.469 1.577
H 2.200 -2.685 0.401
H -0.349 -2.251 0.794
H 1.021 0.343 1.636
H -0.861 1.212 1.071
O -0.134 2.449 -1.875
H 0.524 2.875 -2.406
H 0.015 1.489 -1.979
O -0.442 2.857 0.714
H -1.078 3.567 0.862
H -0.276 2.820 -0.247
O -2.019 -1.221 -0.952
H -2.954 -1.151 -1.169
H -1.884 -0.706 -0.145
O 0.251 -0.182 -2.046
H -0.628 -0.561 -1.883
H 0.746 -0.445 -1.253
*
```

---

Least stable of them? entry i.

---

Entry i
The following is a DFT calculation (the ωB97M-V functional and the def2-TZVPD basis) of a gas-phase ion, C3H6N3 (charge +1).

## Properties
E_HOMO (alpha / beta) = -0.536 / -0.536 Ha
structure (SMILES) = [H]/N=C/C=C\N=[NH2+]
lowest unoccupied orbital energy (alpha / beta) = -6.9 / -6.9 eV
Kohn-Sham gap (alpha / beta) = 7.66 / 7.66 eV

Structure (ORCA input):
```
! RIJCOSX wB97M-V def2-TZVPD def2/J DEFGRID3
* xyz 1 1
H 3.068 -0.038 1.193
N 2.263 0.557 1.218
C 1.670 0.681 0.139
C 0.380 1.284 -0.177
C -0.764 0.404 -0.101
N -0.667 -0.890 -0.015
N -1.532 -1.826 0.190
H 1.846 0.188 -0.866
H 0.149 2.201 -0.564
H -1.776 0.739 -0.193
H -2.442 -1.543 0.511
H -1.112 -2.773 0.325
*
```

---

Entry ii
The following is a DFT calculation (the ωB97M-V functional and the def2-TZVPD basis) of 2 unconnected molecules or ions with the total composition C3H6N3.

## Properties
E_HOMO = -0.565 Ha
lowest unoccupied orbital energy = -5.5 eV
Kohn-Sham gap = 9.82 eV

Structure (ORCA input):
```
! RIJCOSX wB97M-V def2-TZVPD def2/J DEFGRID3
* xyz 1 1
C 0.705 0.896 -0.892
C -0.191 -0.799 2.196
C -0.158 -0.167 -0.512
N -2.044 -1.212 -1.533
N -1.005 -0.741 -1.243
N -0.366 -1.040 3.317
H 0.534 1.218 -1.998
H 0.616 1.714 -0.227
H 1.759 0.917 -0.935
H -0.027 -0.458 0.511
H -2.134 -2.153 -1.804
H -0.259 -1.635 4.135
*
```

---

Least stable of them? entry ii.

---

Entry i
The following is a DFT calculation (the ωB97M-V functional and the def2-TZVPD basis) of 2 unconnected molecules or ions with the total composition H2N5O.

## Properties
E_HOMO (alpha / beta) = -0.471 / -0.497 Ha
lowest unoccupied orbital energy (alpha / beta) = -6.5 / -6.4 eV
Kohn-Sham gap (alpha / beta) = 6.32 / 7.13 eV

Structure (ORCA input):
```
! RIJCOSX wB97M-V def2-TZVPD def2/J DEFGRID3
* xyz 1 1
N 0.460 -2.231 -0.402
N -0.122 -1.549 -1.211
N 0.673 1.198 2.083
N -0.540 -0.258 -1.484
N -0.301 0.955 1.693
O -0.929 0.411 -0.412
H 1.664 1.586 2.147
H -0.905 -0.113 -2.413
*
```

---

Entry ii
The following is a DFT calculation (the ωB97M-V functional and the def2-TZVPD basis) of a gas-phase ion, H2N5O (charge +1).

## Properties
E_HOMO (alpha / beta) = -0.603 / -0.602 Ha
structure (SMILES) = O=[n+]1nn[nH][nH]1
lowest unoccupied orbital energy (alpha / beta) = -7.7 / -7.7 eV
Kohn-Sham gap (alpha / beta) = 8.71 / 8.69 eV

Structure (ORCA input):
```
! RIJCOSX wB97M-V def2-TZVPD def2/J DEFGRID3
* xyz 1 1
O -2.030 0.359 -2.513
N -1.453 -0.305 -1.397
N -1.770 -1.481 -0.944
N -1.022 -1.801 -0.028
N -0.230 -0.812 0.272
N -0.481 0.233 -0.579
H 0.659 -0.763 0.816
H 0.109 0.975 -0.995
*
```

---

Least stable of them? entry i.

---

Entry i
The following is a DFT calculation (the ωB97M-V functional and the def2-TZVPD basis) of C5H8I2 in the gas phase.

## Properties
E_HOMO = -0.339 Ha
structure (SMILES) = C[C@]1(I)C[C@]1(C)I
lowest unoccupied orbital energy = 0.0 eV
Kohn-Sham gap = 9.26 eV

Structure (ORCA input):
```
! RIJCOSX wB97M-V def2-TZVPD def2/J DEFGRID3
* xyz 0 1
C -0.785 1.836 0.378
C 0.190 0.713 0.103
I 2.148 1.189 1.004
C 0.145 0.054 -1.275
C -0.222 -0.738 0.014
C 0.626 -1.918 0.397
I -2.305 -1.082 0.262
H -1.077 1.630 1.459
H -1.738 1.819 -0.290
H -0.326 2.949 0.220
H -0.477 0.450 -2.127
H 1.063 -0.318 -1.625
H 0.470 -2.239 1.485
H 1.771 -1.498 0.310
H 0.518 -2.847 -0.316
*
```

---

Entry ii
The following is a DFT calculation (the ωB97M-V functional and the def2-TZVPD basis) of 2 unconnected molecules or ions with the total composition C5H8I2.

## Properties
E_HOMO = -0.328 Ha
structure (SMILES) = CC1(C)C=C1I.I
lowest unoccupied orbital energy = 0.4 eV
Kohn-Sham gap = 9.36 eV

Structure (ORCA input):
```
! RIJCOSX wB97M-V def2-TZVPD def2/J DEFGRID3
* xyz 0 1
C 0.324 -0.936 -0.406
C -0.674 0.171 -0.023
C -1.639 -0.234 1.077
C -1.117 1.099 -1.049
C -0.262 1.628 -0.223
I 0.725 3.378 0.284
H 0.007 -1.777 0.116
H 1.335 -0.601 -0.075
H 0.585 -0.976 -1.478
H -2.333 0.566 1.261
H -1.179 -0.584 1.943
H -2.174 -1.083 0.765
H -1.828 1.405 -1.913
I 4.681 -0.781 0.307
H 3.551 -1.275 -0.586
*
```

---

Least stable of them? entry ii.

---

Entry i
The following is a DFT calculation (the ωB97M-V functional and the def2-TZVPD basis) of 2 unconnected molecules or ions with the total composition C5H10N3S.

## Properties
E_HOMO = -0.465 Ha
lowest unoccupied orbital energy = -3.9 eV
Kohn-Sham gap = 8.71 eV

Structure (ORCA input):
```
! RIJCOSX wB97M-V def2-TZVPD def2/J DEFGRID3
* xyz 1 1
C -0.934 2.211 -1.911
C -0.387 1.814 -0.688
C -1.360 1.155 -2.667
C -0.405 0.441 -0.512
C -0.086 -0.248 0.686
N 2.046 -0.466 0.782
N -0.456 -1.495 0.895
N -0.152 -2.183 2.065
S -1.082 -0.348 -1.918
H -1.028 3.234 -2.223
H -0.011 2.498 0.049
H -1.837 1.184 -3.628
H 0.044 0.370 1.567
H 2.301 -1.288 0.245
H 2.505 0.334 0.359
H -0.600 -2.107 0.095
H -0.794 -2.957 2.209
H -0.163 -1.564 2.869
H 2.397 -0.583 1.724
*
```

---

Entry ii
The following is a DFT calculation (the ωB97M-V functional and the def2-TZVPD basis) of a gas-phase ion, C5H10N3S (charge +1).

## Properties
E_HOMO = -0.484 Ha
structure (SMILES) = CSC1([NH3+])N=CCC=N1
lowest unoccupied orbital energy = -3.7 eV
Kohn-Sham gap = 9.47 eV

Structure (ORCA input):
```
! RIJCOSX wB97M-V def2-TZVPD def2/J DEFGRID3
* xyz 1 1
C -2.466 1.277 0.212
S -1.660 -0.036 1.156
C -0.293 -0.488 0.199
N -0.833 -1.965 -0.742
N 0.130 0.401 -0.821
C 1.250 1.020 -0.655
C 2.213 0.685 0.377
C 1.899 -0.631 1.045
N 0.703 -1.109 1.001
H -2.641 2.127 0.909
H -3.532 1.019 0.122
H -1.898 1.392 -0.740
H -1.203 -1.630 -1.614
H -1.701 -2.426 -0.309
H 0.078 -2.280 -0.966
H 1.558 1.718 -1.474
H 3.220 0.610 -0.285
H 2.454 1.459 1.054
H 2.721 -1.143 1.532
*
```

---

Least stable of them? entry ii.

---

Entry i
The following is a DFT calculation (the ωB97M-V functional and the def2-TZVPD basis) of 2 unconnected molecules or ions with the total composition C10H16O.

## Properties
E_HOMO (alpha / beta) = -0.503 / -0.503 Ha
lowest unoccupied orbital energy (alpha / beta) = -3.9 / -7.5 eV
Kohn-Sham gap (alpha / beta) = 9.76 / 6.15 eV

Structure (ORCA input):
```
! RIJCOSX wB97M-V def2-TZVPD def2/J DEFGRID3
* xyz 1 2
C -0.459 -2.531 -0.761
C 1.008 -2.417 -1.147
C -0.614 -2.994 0.718
H -0.901 -1.525 -0.833
H -1.213 -2.991 -1.408
H 1.446 -3.360 -1.465
H 1.612 -1.987 -0.345
H 0.392 -3.046 1.122
H -1.312 -2.368 1.287
H 1.221 -1.670 -1.915
H -1.135 -3.942 0.841
C 1.308 1.483 2.293
C -1.587 1.740 -0.073
C -0.849 1.604 1.075
C -0.891 2.000 -1.337
C 0.560 1.776 1.046
C 0.452 2.371 -1.284
C 1.216 2.087 -0.180
O -1.621 2.226 -2.390
H -2.667 1.707 -0.042
H -1.285 1.181 1.966
H -2.436 1.756 -2.508
H 0.910 2.566 -2.249
H 1.073 2.051 3.191
H 2.380 1.673 2.197
H 2.288 2.201 -0.189
H 1.102 0.409 2.392
*
```

---

Entry ii
The following is a DFT calculation (the ωB97M-V functional and the def2-TZVPD basis) of 2 unconnected molecules or ions with the total composition C10H16O.

## Properties
E_HOMO (alpha / beta) = -0.513 / -0.527 Ha
lowest unoccupied orbital energy (alpha / beta) = -3.8 / -7.4 eV
Kohn-Sham gap (alpha / beta) = 10.18 / 6.90 eV

Structure (ORCA input):
```
! RIJCOSX wB97M-V def2-TZVPD def2/J DEFGRID3
* xyz 1 2
C 0.463 0.540 1.992
C 1.202 -0.777 2.340
C 1.328 1.694 2.516
H -0.485 0.524 2.494
H 0.505 0.546 0.903
H 0.720 -1.649 1.890
H 2.238 -0.745 1.997
H 0.984 1.944 3.533
H 1.288 -0.899 3.391
H 1.248 2.652 2.011
H 2.341 1.438 2.754
C -1.305 1.979 -2.150
C -1.541 -0.096 -0.753
C -0.927 0.588 -1.854
C -1.320 -1.403 -0.513
C 0.031 -0.085 -2.630
C -0.338 -2.058 -1.292
C 0.312 -1.386 -2.367
O 0.042 -3.302 -1.122
H -2.215 0.397 -0.065
H -1.739 -1.943 0.327
H -1.318 2.605 -1.251
H -2.275 2.197 -2.609
H 0.553 0.341 -3.472
H 1.094 -1.865 -2.938
H -0.287 -3.657 -0.274
H -0.599 2.420 -2.859
*
```

---

Least stable of them? entry i.